56
Properties=species:S:1:pos:R:3:mulliken_charge:R:1 method="wB97M-V/def2-TZVPD" e_above_lowest_kcal_mol=0.0 total_energy_ev=-45635.934 lumo_ev=2.567 homo_energy_ev=-5.04 orbital_gap_ha=0.27974 largest_force_ev_per_a=4.24 total_charge=-1
C -2.8731 1.6615 -1.8042 -0.991
B -1.2705 1.7740 -2.2715 0.767
C -0.4142 0.8549 -1.2083 0.010
C 1.0557 0.4432 -1.6868 -0.411
C 1.6321 -0.9034 -0.9954 -0.395
C 0.7120 -2.1978 -1.2103 -0.471
O 0.8798 -3.0530 -0.0090 -0.185
C 2.0041 -3.8548 -0.2826 0.114
O 2.7587 -4.1870 0.6530 -0.524
C -1.1902 1.2809 -3.8394 -1.273
C -1.2915 -0.2981 -4.0708 1.493
C -0.7396 -0.5786 -5.5803 -1.109
Cl -3.0228 -0.9523 -4.0573 -0.266
H -3.1399 2.4461 -1.0031 0.134
H -3.1373 0.6440 -1.3544 0.168
H -3.5973 1.8358 -2.6742 0.196
H -0.9857 2.9321 -2.2046 -0.377
H -1.0802 -0.0148 -0.8908 -0.343
H -0.2723 1.5035 -0.2621 -0.056
H 1.7914 1.2812 -1.3973 0.196
H 1.1789 0.2976 -2.8088 0.211
H 2.6240 -1.1226 -1.5474 0.377
H 1.9493 -0.7365 0.0984 0.170
H 1.0148 -2.7382 -2.1735 0.331
H -0.4010 -1.9923 -1.2893 0.205
H 2.2490 -4.2515 -1.3342 0.316
H -2.0076 1.7810 -4.4540 0.297
H -0.1721 1.6371 -4.2468 0.200
H -0.6351 -0.9265 -3.3934 -0.622
H -1.4235 -1.2613 -6.1772 0.355
H -0.6224 0.4032 -6.1678 0.249
H 0.3152 -1.0382 -5.5618 0.249
C 2.3865 0.9800 2.8777 -0.483
O 2.1032 2.1337 2.0948 -0.096
C 2.7849 3.2295 2.4552 0.666
O 3.5847 3.3041 3.3564 -0.571
O 2.4225 4.2308 1.6384 -0.276
C 3.0738 5.4689 1.9074 -0.667
H 1.7786 0.1610 2.4927 -0.045
H 3.4383 0.7005 2.7872 0.326
H 2.1201 1.1468 3.9234 0.340
H 4.1541 5.3721 1.7792 0.291
H 2.8345 5.8199 2.9135 0.290
H 2.7049 6.2012 1.1890 0.218
C -3.0940 -2.9834 5.8524 -0.634
O -2.2620 -2.1015 5.1045 -0.328
C -2.1069 -2.4528 3.8154 0.691
O -2.6001 -3.4146 3.2810 -0.543
O -1.3100 -1.5484 3.2324 -0.217
C -1.0541 -1.7957 1.8469 -0.522
H -3.1477 -2.6039 6.8734 0.221
H -4.1041 -3.0049 5.4378 0.285
H -2.6660 -3.9878 5.8787 0.287
H -1.9837 -1.7686 1.2742 0.347
H -0.5464 -2.7509 1.7150 0.393
H -0.3995 -1.0051 1.4787 0.012